# 1
{
  "formula": "C16H48FNO22P6S",
  "method": "ωB97M-V/def2-TZVPD",
  "species": ["O", "C", "N", "P", "S", "O", "F", "H", "H", "H", "C", "O", "P", "O", "O", "C", "O", "C", "H", "H", "H", "H", "H", "H", "H", "H", "H", "C", "O", "P", "O", "O", "C", "O", "C", "H", "H", "H", "H", "H", "H", "H", "H", "H", "C", "O", "P", "O", "O", "C", "O", "C", "H", "H", "H", "H", "H", "H", "H", "H", "H", "C", "O", "P", "O", "O", "C", "O", "C", "H", "H", "H", "H", "H", "H", "H", "H", "H", "C", "O", "P", "O", "O", "C", "O", "C", "H", "H", "H", "H", "H", "H", "H", "H", "H"],
  "positions_angstrom": [[3.55615, -6.95465, -1.97881], [3.35426, -6.36606, -3.04584], [2.28072, -6.63028, -4.00638], [0.73408, -5.90491, -3.56393], [0.15954, -6.23317, -1.73420], [4.31963, -5.33674, -3.40747], [3.65505, -4.14722, -3.19829], [2.20628, -7.62402, -4.25522], [-0.24999, -6.49819, -4.42368], [0.82344, -4.47635, -3.77726], [-5.53564, -1.18269, -0.32673], [-5.18005, -2.29027, -1.14887], [-3.50849, -2.43216, -1.51530], [-3.50112, -1.15209, -2.35212], [-3.79409, -3.72456, -2.47460], [-4.94358, -3.74541, -3.30869], [-1.82520, -2.67740, -1.73156], [-1.00778, -1.91407, -0.85045], [-6.56372, -1.31715, 0.01090], [-4.87863, -1.12962, 0.54382], [-5.47580, -0.25216, -0.89429], [-5.21589, -2.74788, -3.65701], [-5.77787, -4.19181, -2.76729], [-4.72607, -4.36958, -4.17661], [-1.30475, -2.08922, 0.18556], [-1.09006, -0.85031, -1.08565], [0.02935, -2.22617, -0.97881], [4.68631, 2.90909, -2.25873], [4.98930, 1.53662, -2.48281], [3.65140, 0.54094, -2.89473], [3.02200, 0.72135, -1.51300], [4.59740, -0.78884, -2.91707], [5.63133, -0.93850, -1.95275], [2.33420, -0.42464, -3.41997], [1.19533, 0.31484, -3.84438], [5.62216, 3.46765, -2.22148], [4.06998, 3.30153, -3.07007], [4.16852, 3.03320, -1.30545], [5.36992, -0.48208, -0.99675], [6.55212, -0.49931, -2.33596], [5.80198, -2.00402, -1.79385], [1.47983, 1.03973, -4.61008], [0.74235, 0.83045, -2.99437], [0.46742, -0.37888, -4.26670], [-7.79739, 5.81574, 1.12209], [-7.54628, 4.47466, 1.52768], [-7.00276, 3.41659, 0.28853], [-8.35745, 3.51748, -0.41182], [-7.02026, 2.15230, 1.32464], [-8.03730, 2.06253, 2.31276], [-6.44333, 2.36256, -0.94801], [-5.99087, 3.03233, -2.12097], [-7.92249, 6.42882, 2.01520], [-6.95822, 6.20209, 0.54036], [-8.71450, 5.86878, 0.53191], [-8.98117, 2.48864, 1.96982], [-7.70786, 2.56861, 3.22101], [-8.19601, 1.00880, 2.54668], [-5.23584, 3.77794, -1.86341], [-6.83038, 3.51436, -2.62733], [-5.54724, 2.29552, -2.79159], [-5.15531, 5.18371, 5.70970], [-4.80323, 4.10205, 4.85423], [-3.14478, 4.01622, 4.41342], [-3.21133, 5.31130, 3.60347], [-3.43379, 2.73092, 3.44772], [-4.61901, 2.68931, 2.66497], [-1.46543, 3.82574, 4.11843], [-0.62893, 4.59754, 4.97404], [-6.16361, 5.01106, 6.08758], [-4.46482, 5.24377, 6.55334], [-5.14749, 6.12452, 5.15553], [-4.93491, 3.68503, 2.34664], [-5.41358, 2.21107, 3.23482], [-4.42493, 2.08564, 1.77747], [-0.87071, 4.39843, 6.02020], [-0.75126, 5.66212, 4.76112], [0.40849, 4.31616, 4.79047], [9.05879, -4.85138, 0.42760], [10.02248, -4.02906, 1.07754], [9.43039, -2.53639, 1.68749], [9.16367, -2.01063, 0.27684], [10.93422, -2.11146, 2.16500], [12.05424, -2.44790, 1.35813], [8.83377, -1.08505, 2.38131], [7.41443, -1.02392, 2.48118], [9.49203, -5.84132, 0.28124], [8.15998, -4.94371, 1.04039], [8.80156, -4.43609, -0.54887], [11.80888, -2.44744, 0.29504], [12.43398, -3.42641, 1.65268], [12.83769, -1.70977, 1.53458], [7.03396, -1.89991, 3.01060], [6.96813, -0.96953, 1.48543], [7.14447, -0.12731, 3.04007]],
  "forces_ev_per_angstrom": [[-0.7340, 1.7148, -4.1162], [0.5850, -1.6953, 2.8511], [0.4123, 1.2164, 0.5714], [-0.5017, -0.2123, 1.6208], [0.2716, 0.1486, -0.4924], [-0.5042, -2.2424, -0.0241], [-0.8938, 1.2429, 0.0008], [0.0489, 0.5127, 0.5358], [1.0773, 0.5030, -0.3052], [0.2389, -1.1261, -0.5797], [-0.2248, 0.5055, 0.1138], [1.9637, -1.4725, 2.5760], [-1.3002, 2.1538, -9.1802], [0.1690, 0.0584, 1.8328], [0.7235, 0.0840, 1.1574], [-0.4872, -0.1802, -0.0118], [-1.5085, -1.4049, 2.9651], [0.3466, 0.3400, 0.2128], [0.0876, -0.1576, -0.0302], [-0.1996, 0.1617, 0.0404], [0.1262, -0.0846, 0.0453], [0.0917, 0.0284, 0.1302], [-0.0655, 0.1030, -0.0744], [0.2350, -0.0056, 0.1428], [0.2877, 0.0878, 0.0362], [-0.0555, -0.0306, 0.0327], [-0.1399, -0.0959, -0.0500], [-0.0114, 0.3783, 0.2699], [-0.8399, 0.3530, -3.4449], [0.4327, -4.6582, 8.4953], [-0.3451, 1.3067, -1.1974], [-0.8133, 0.6758, -1.1067], [0.6599, 0.0224, 0.1110], [1.7020, 1.6341, -2.7598], [-0.4238, 0.2165, -0.0190], [0.0208, -0.1521, -0.1251], [0.0802, 0.1928, 0.1437], [-0.0909, -0.1186, -0.1257], [-0.1142, 0.0809, -0.1173], [0.0025, 0.0160, 0.1644], [-0.2094, 0.0130, -0.2032], [-0.2894, -0.0254, -0.0620], [0.0536, 0.0210, -0.0253], [0.1503, -0.0315, 0.0419], [-0.2637, 0.3728, -0.0590], [3.5852, 0.5780, -0.3455], [-8.7082, -4.6360, 0.0345], [0.9066, 1.3842, -0.5505], [1.0169, 0.4277, -0.7159], [-0.1521, 0.0626, 0.5100], [2.9660, 1.6530, 1.6971], [0.0630, 0.1703, -0.4602], [0.1450, -0.1419, 0.0427], [-0.1467, 0.1875, 0.0760], [0.1359, -0.1326, -0.0670], [0.1247, 0.0579, -0.1015], [-0.1398, 0.0537, 0.0044], [0.2090, -0.0175, -0.2026], [0.0741, -0.0656, -0.2711], [0.0009, 0.0130, 0.0901], [-0.0135, -0.0434, 0.1940], [-0.2393, 0.4034, 0.1037], [2.0293, -1.3815, 2.5050], [-1.7559, 2.2155, -9.1319], [0.2360, 0.0105, 1.8717], [0.8500, 0.2050, 1.2169], [-0.3447, -0.3313, 0.0225], [-1.2545, -1.4913, 3.0694], [0.2680, 0.3347, 0.1627], [0.0896, -0.1688, -0.0271], [-0.1995, 0.1530, 0.0430], [0.1670, -0.0912, -0.0020], [0.0782, 0.0883, 0.2086], [-0.0102, 0.1296, -0.0942], [0.2409, -0.0416, 0.1714], [0.2758, 0.0905, 0.0268], [-0.0565, -0.0364, 0.0230], [-0.1487, -0.0995, -0.0548], [-0.1752, -0.2354, -0.3773], [-1.7080, -0.5557, 3.1096], [5.0335, 5.0010, -6.7059], [-1.3716, -1.0374, 0.6385], [-1.1679, -0.2078, 0.8402], [0.4414, -0.3533, -0.0569], [-0.3317, -2.8544, 2.3146], [-0.4141, 0.0826, -0.0811], [0.0672, 0.0764, 0.1657], [-0.0089, -0.1702, -0.1933], [-0.0317, 0.1172, 0.1494], [-0.1491, -0.0065, 0.0808], [0.0145, 0.0004, -0.1430], [-0.2213, 0.0927, 0.1708], [-0.2214, 0.1916, 0.0440], [0.0365, -0.0590, 0.0185], [0.1648, -0.0728, -0.0058]],
  "energy_ha": -4894.13594,
  "multiplicity": 1,
  "smiles": "O=C(N[PH2]=S)OF.COP(=O)(OC)OC.COP(=O)(OC)OC.COP(=O)(OC)OC.COP(=O)(OC)OC.COP(=O)(OC)OC",
  "orbital_gap_ev": 6.4
}

# 2
{
  "formula": "H36O18",
  "method": "ωB97M-V/def2-TZVPD",
  "species": ["O", "H", "H", "O", "H", "H", "O", "H", "H", "O", "H", "H", "O", "H", "H", "O", "H", "H", "O", "H", "H", "O", "H", "H", "O", "H", "H", "O", "H", "H", "O", "H", "H", "O", "H", "H", "O", "H", "H", "O", "H", "H", "O", "H", "H", "O", "H", "H", "O", "H", "H", "O", "H", "H"],
  "positions_angstrom": [[-0.49704, 0.28125, 4.21038], [0.28874, 0.72408, 3.87593], [-0.25647, -0.64393, 4.28787], [1.59182, -3.34732, -3.52909], [0.77777, -3.60726, -3.89427], [2.40263, -3.75607, -3.79291], [0.63597, 2.61269, 2.34961], [0.14503, 2.78590, 3.14516], [0.15160, 2.39913, 1.54017], [2.96731, -4.32020, -0.24171], [3.26476, -5.18704, 0.04394], [2.33160, -3.99137, 0.39240], [-0.66572, -0.79193, -5.28032], [-0.24349, -0.07029, -4.79580], [-1.31452, -1.05250, -4.63534], [-0.76923, -2.27757, 2.21145], [-0.86768, -1.70329, 2.96774], [-1.44003, -2.22225, 1.54061], [0.80680, 1.20287, -3.93234], [0.20428, 1.39110, -3.21010], [1.70502, 1.34070, -3.62803], [0.77778, 2.03623, -0.35925], [1.40193, 2.63789, 0.09341], [1.41187, 1.32058, -0.52267], [-3.43454, 3.12035, -0.08806], [-3.84107, 2.26653, 0.07872], [-2.48693, 3.10883, 0.07170], [4.41975, -1.66925, -0.79497], [3.73523, -2.29503, -0.48132], [4.49414, -2.13788, -1.63987], [-3.51027, -5.41051, 0.75839], [-2.70186, -5.24903, 1.21412], [-3.24961, -4.99894, -0.07009], [1.58834, -1.50504, 0.16178], [1.82163, -0.57323, 0.03662], [0.71188, -1.57127, 0.55651], [-3.77379, 2.39651, 2.49631], [-4.55895, 2.58123, 3.02251], [-3.75300, 3.11696, 1.86367], [2.74854, 3.76211, 0.64675], [3.16902, 2.94724, 0.35352], [2.34494, 3.63441, 1.51722], [3.34530, 0.66123, -0.37638], [3.87438, 0.72299, 0.42147], [3.64858, -0.17933, -0.80496], [-1.64209, -0.08794, 0.27368], [-0.89698, 0.40054, -0.09408], [-1.70604, 0.38615, 1.11813], [-4.45288, -0.54228, 0.59284], [-4.64258, -1.41765, 0.26602], [-3.60209, -0.60616, 1.02524], [-0.83157, 4.14021, -0.33619], [-1.54175, 4.64860, -0.69095], [-0.08646, 4.58826, 0.06481]],
  "forces_ev_per_angstrom": [[-0.2683, 0.0115, -0.0769], [0.1556, -0.0815, -0.1842], [0.3168, 0.0612, 0.3681], [1.0226, 1.8786, 2.0097], [-0.8039, -1.0061, -1.2624], [-0.1920, -0.8379, -0.7716], [1.5256, -0.0832, -0.1065], [-0.9866, 0.1350, -0.1701], [-0.6116, 0.0065, 0.4321], [0.3687, 0.1366, -0.4664], [-0.0868, 0.0402, 0.1926], [-0.2720, 0.0168, 0.2482], [0.0042, 0.1615, 0.0476], [0.6530, 0.1333, -0.3694], [-0.6447, -0.5159, 0.1568], [1.4743, -1.2035, 0.0530], [-0.8728, 0.3878, -0.5044], [-0.6733, 0.7625, 0.1152], [-0.2556, -0.0595, -0.3584], [0.2236, 0.2975, 0.3584], [-0.0049, 0.0273, 0.2384], [0.4443, -0.7264, 0.1962], [-0.4857, 0.4531, -0.4719], [-0.0979, -0.1076, -0.1842], [-0.5205, 0.8302, -0.2334], [0.3933, -0.3655, -0.0496], [0.2312, -0.5730, 0.0287], [-0.6633, -1.3594, -0.6963], [-0.0447, 0.3972, 0.8779], [0.7131, 0.5812, -0.3414], [-0.3019, 0.2350, -0.7427], [0.9115, -0.1318, 1.3101], [-0.5808, -0.0854, -0.5704], [0.1247, -0.2258, -0.0829], [-0.1187, -0.2650, 0.2759], [-0.0395, 0.2267, 0.1577], [-0.1287, -0.1365, 0.6040], [0.0743, -0.2049, 0.0961], [0.0824, 0.2433, -0.4610], [-0.2132, 0.3873, -0.1486], [0.2309, -0.0378, 0.2754], [0.2135, -0.3669, 0.0380], [-0.3965, 0.3070, -0.2873], [0.1373, -0.1922, 0.1280], [0.2539, 0.2205, 0.3033], [0.3679, 0.4581, 0.6176], [0.1840, -0.0175, -0.5468], [-0.2874, -0.2037, 0.0652], [-0.4158, 0.4120, 0.1445], [-0.0751, -0.3800, -0.1457], [0.1558, -0.0057, -0.0809], [0.3014, -1.7809, 0.3824], [-0.1454, 1.3747, -0.1530], [-0.3764, 0.7711, -0.2545]],
  "energy_ha": -1375.86688,
  "multiplicity": 1,
  "orbital_gap_ev": 10.5
}

no.,HOMO (Ha)
1,-0.3260
2,-0.3910